Record 1
Molecular formula: C5H7NO
Method: DFT, the ωB97M-V functional and the def2-TZVPD basis

Properties
Kohn-Sham gap: 10.40 eV
SMILES: C[C@]12N[C@H]1CC2=O
HOMO energy: -9.49 eV

```
14
Properties=species:S:1:pos:R:3:forces:R:3:nbo_charge:R:1
C -1.882685 0.082873 0.049572 -0.2 0.0 0.1 -0.6182
C -0.410177 -0.122295 0.043312 -0.5 -0.1 -0.2 -0.0348
N 0.195038 -1.063258 1.029664 -0.2 -0.6 0.0 -0.5515
C 0.665766 0.263810 0.969144 0.3 -0.5 -0.2 -0.0396
C 1.654805 0.502632 -0.495600 -0.3 -1.0 1.9 -0.5720
C 0.432067 0.023478 -1.190422 -0.2 -0.1 -0.1 0.5504
O 0.199607 -0.338616 -2.319690 0.4 0.4 0.5 -0.5212
H -2.133399 1.072449 -0.343842 0.0 -0.1 0.1 0.2202
H -2.284737 -0.027525 1.057313 0.0 0.0 -0.1 0.2278
H -2.334244 -0.667204 -0.606040 -0.1 0.1 0.1 0.2338
H 0.900630 -1.679750 0.640121 -0.4 -0.2 -0.1 0.3638
H 0.569454 0.948598 1.838090 0.5 -0.4 -0.7 0.2226
H 2.604310 -0.005638 -0.688539 -0.2 0.2 0.4 0.2310
H 1.684771 1.285941 0.241372 0.7 2.4 -1.6 0.2879
```
Forces are in eV/Å.

---

Record 2
Molecular formula: C17H11N9RhS2Se
Method: DFT, the ωB97M-V functional and the def2-TZVPD basis

Properties
total charge: +1
Kohn-Sham gap: 5.49 eV
HOMO energy: -10.82 eV

```
41
Properties=species:S:1:pos:R:3:forces:R:3:nbo_charge:R:1
Rh 0.472177 -0.114511 0.355312 -0.1 -0.2 -0.1 0.8643
C 4.692688 2.263467 2.356799 -0.1 0.0 0.0 -0.7598
S 3.908725 0.981509 3.353663 0.0 0.0 0.0 0.4079
C 2.596427 0.456275 2.358550 0.0 0.1 -0.1 -0.0814
S 2.359337 1.134180 0.770897 0.0 0.0 0.0 0.0076
N 1.849130 -0.457715 2.918362 -0.1 0.0 0.0 -0.3664
N 0.810946 -0.852260 2.140467 0.0 0.0 0.1 -0.1488
C -0.027627 -1.722929 2.573839 0.0 0.0 -0.1 0.0705
C -1.147763 -2.067817 1.696878 0.1 0.0 0.0 0.1472
C -2.150433 -2.943995 2.068351 0.0 0.0 0.0 -0.1927
C -3.193576 -3.178946 1.182147 0.0 0.0 0.0 -0.1197
C -3.200927 -2.534540 -0.041929 0.0 0.0 0.0 -0.2240
C -2.158993 -1.671869 -0.349883 0.0 0.0 0.0 0.0864
N -1.157681 -1.449500 0.492862 0.0 0.0 0.0 -0.4477
H 5.515536 2.629834 2.966927 0.0 0.0 0.0 0.2545
H 4.001397 3.079718 2.162839 0.0 0.0 0.0 0.2428
H 5.084018 1.855255 1.428576 0.0 0.0 0.0 0.2358
H 0.099715 -2.148264 3.561745 0.0 0.0 0.0 0.2415
H -2.116917 -3.420522 3.037977 0.0 0.0 0.0 0.2471
H -3.995411 -3.852525 1.451267 0.0 0.0 0.0 0.2473
H -4.001569 -2.683464 -0.751424 0.0 0.0 0.0 0.2505
H -2.129230 -1.134590 -1.289063 0.0 0.0 0.0 0.2174
N -0.678131 1.287227 1.110766 0.4 0.3 0.2 -0.4784
C -1.570125 1.998485 0.878030 -0.2 -0.2 -0.1 0.5258
C -2.557326 2.856967 0.479993 0.0 0.0 0.0 -0.5526
C -2.279765 3.498505 -0.753714 0.1 0.1 0.0 0.3212
N -1.950357 3.915609 -1.778066 0.0 0.0 0.0 -0.3804
C -3.813212 2.918140 1.134579 0.0 0.0 0.0 0.2769
N -4.824942 2.958377 1.681407 0.0 0.0 0.0 -0.2993
Se 2.610555 -2.620292 -1.810549 0.0 0.0 0.0 1.1217
N 2.371109 -1.990845 -3.435131 0.0 0.0 -0.1 -0.5651
C 1.571260 -0.940647 -3.368316 0.0 0.0 0.0 0.1299
C 1.106275 -0.072292 -4.408644 0.0 0.0 0.0 -0.1249
C 0.309658 0.965325 -4.041075 0.0 0.0 0.0 -0.2460
C -0.063255 1.198547 -2.672218 0.0 0.0 0.0 0.1650
N 0.331463 0.413151 -1.705824 0.0 -0.1 0.0 -0.4544
C 1.131966 -0.633807 -2.057908 0.0 0.1 0.0 0.2604
N 1.550686 -1.390779 -1.067468 0.0 0.0 0.1 -0.6666
H 1.393836 -0.241730 -5.437055 0.0 0.0 0.0 0.2579
H -0.064186 1.661294 -4.778454 0.0 0.0 0.0 0.2611
H -0.685476 2.051968 -2.415505 0.0 0.0 0.0 0.2675
```
Forces are in eV/Å.

---

Record 3
Molecular formula: C32H34Cl3CuNO2S
Method: DFT, the ωB97M-V functional and the def2-TZVPD basis

Properties
Kohn-Sham gap (spin up / spin down): 7.87 / 6.72 eV
multiplicity: 2
HOMO energy (spin up / spin down): -7.68 / -7.58 eV

```
74
Properties=species:S:1:pos:R:3:forces:R:3:lowdin_spin:R:1
Cu -0.943591 -0.887967 0.245634 -0.2 -0.1 0.5 0.4756
Cl -7.426914 -3.848729 0.521197 0.0 0.2 -0.1 0.0006
C -5.842371 -3.236939 0.864748 1.3 0.7 -0.1 0.0020
C -5.269092 -2.142453 0.163415 -1.0 -0.1 0.3 -0.0008
C -3.982455 -1.709510 0.444530 0.0 -0.8 0.1 0.0014
Cl -3.418590 -0.207423 -0.297656 -0.1 -0.5 0.3 0.0041
C -3.097929 -2.436411 1.310483 1.1 0.9 0.6 0.0016
O -1.818011 -2.119787 1.524879 -1.3 0.2 -1.0 0.0411
C -3.734717 -3.451234 2.051802 -1.0 -0.6 0.3 0.0036
Cl -2.874126 -4.264534 3.373622 -0.2 0.5 -0.9 0.0007
C -5.083464 -3.844953 1.849402 1.2 -0.2 0.1 -0.0003
H -5.895583 -1.586878 -0.543519 0.4 -0.2 0.2 -0.0001
H -5.458935 -4.694814 2.432443 0.1 0.5 -0.3 0.0000
C 3.639819 -1.870464 2.827334 0.1 0.6 -1.3 0.0002
C 3.316227 -1.604595 1.344597 -0.5 0.4 0.3 0.0001
C 4.325055 -1.225809 0.493170 1.7 1.1 -0.3 0.0023
C 4.077772 -0.814178 -0.832403 -0.7 -0.4 -0.1 0.0008
C 5.116517 -0.156104 -1.751407 -0.7 0.7 -0.1 0.0003
C 2.774299 -1.021432 -1.327736 -0.4 0.5 -0.7 0.0144
C 1.696447 -1.475998 -0.511451 1.4 1.4 -0.9 0.0335
C 2.008609 -1.661571 0.818593 -0.6 -1.3 1.2 0.0086
N 0.367036 -1.418563 -0.992361 -0.5 -1.3 -0.9 0.3592
C -0.084503 -2.587815 -1.907187 1.9 -1.5 2.6 0.0179
C 0.202894 -3.892383 -1.027748 -0.6 0.3 -2.6 0.0129
C 0.797103 -2.729864 -3.139983 -0.4 -0.2 0.0 0.0114
C -1.556591 -2.454594 -2.114368 -0.2 0.7 -2.2 -0.0018
H 4.194152 -1.035505 3.325943 -0.4 -0.7 -0.6 0.0000
H 4.248900 -2.776226 2.809412 -0.1 0.0 0.6 -0.0001
H 2.694339 -2.003982 3.318868 -0.2 -0.4 0.6 0.0000
H 5.358119 -1.099573 0.911313 -1.0 -0.1 -0.4 0.0001
H 5.631989 0.774152 -1.379647 -0.4 -1.2 0.2 0.0000
H 4.531097 0.220802 -2.609384 0.4 -0.3 0.1 0.0000
H 5.850316 -0.876504 -2.119040 0.0 0.2 0.1 -0.0001
H 2.490537 -0.711291 -2.364529 0.5 -0.2 0.9 0.0006
H 1.157442 -2.030174 1.414272 0.5 0.3 0.3 -0.0010
H 1.249272 -3.900172 -0.805339 0.6 -0.3 0.3 0.0003
H -0.053724 -4.811639 -1.642836 0.1 1.0 0.9 0.0018
H -0.382278 -3.790623 -0.149170 -0.5 -0.3 1.0 -0.0005
H 1.806766 -2.963708 -2.854326 0.5 0.2 0.3 0.0002
H 0.811554 -1.844433 -3.756418 -0.1 0.3 -0.4 0.0001
H 0.518494 -3.613826 -3.717418 -0.5 0.2 -0.1 0.0013
H -2.175915 -2.580950 -1.256234 -0.1 0.0 0.9 -0.0006
H -1.988275 -3.149850 -2.867162 0.6 0.3 0.3 -0.0004
H -1.665070 -1.430988 -2.503975 -0.6 -0.2 0.0 -0.0005
O -0.294307 1.137952 0.370448 -0.6 -0.5 0.9 0.0068
S 0.512032 1.812652 -0.678497 0.8 0.8 -0.8 0.0007
C -0.159986 3.524272 -0.755143 1.6 -1.1 -0.5 0.0018
C -1.526562 3.513686 -1.298617 -1.1 0.5 -0.9 0.0000
C -1.734699 3.729544 -2.689078 1.4 -0.3 0.9 0.0001
C -3.010747 3.969829 -3.162171 0.9 -0.2 0.9 0.0000
C -4.051264 3.973232 -2.265607 -2.4 -0.2 0.6 0.0001
C -3.922868 3.642884 -0.925352 1.7 -0.2 -0.4 0.0000
C -2.630037 3.425686 -0.445085 -0.4 0.0 0.7 0.0001
C 2.174437 2.196986 0.083758 -0.6 0.8 0.0 0.0000
C 2.023476 2.591394 1.532687 0.6 0.7 -0.3 0.0000
C 2.076806 3.930003 1.943515 -0.1 -0.4 -1.9 0.0000
C 1.761823 4.309815 3.203315 0.3 0.9 1.6 0.0000
C 1.622496 3.316493 4.157045 -1.7 0.3 1.5 0.0000
C 1.594245 1.967339 3.772074 -0.4 1.0 2.0 0.0000
C 1.783612 1.597842 2.489593 0.2 -0.2 -2.2 -0.0001
H 0.591203 3.956742 -1.490238 -0.9 0.2 1.2 0.0000
H -0.148031 3.860153 0.286241 0.4 0.4 -0.3 0.0000
H -0.805180 3.718646 -3.326282 -1.3 0.2 0.5 0.0000
H -3.142891 4.172551 -4.180926 -0.4 0.3 -1.3 0.0000
H -5.099471 4.174223 -2.532358 0.7 0.0 -0.6 0.0000
H -4.753298 3.536291 -0.252566 -0.3 0.2 0.0 0.0000
H -2.555252 3.220065 0.639160 0.5 0.1 -0.7 0.0000
H 2.729533 2.875146 -0.625743 -0.7 -0.5 0.9 0.0000
H 2.626902 1.237063 0.064244 0.6 -1.0 -0.3 0.0000
H 2.305407 4.739638 1.263246 -0.1 -0.2 -0.5 0.0000
H 1.660819 5.403240 3.394696 0.2 -1.1 0.3 0.0000
H 1.269132 3.589049 5.206052 0.8 -0.4 -1.5 0.0000
H 1.291437 1.270165 4.532697 0.2 -0.4 0.1 0.0000
H 1.698612 0.576911 2.114532 0.0 0.2 0.5 0.0000
```
Forces are in eV/Å.